Here is a single C8H16N2O5 molecule at a distorted geometry from OMol25. Energies are from ωB97M-V/def2-TZVPD.

Each line ends with the Löwdin charge.
CARTESIAN COORDINATES (ANGSTROEM)
C: -0.86 2.11 0.14  -0.356
C: -0.61 0.68 0.77  -0.427
C: -1.98 2.25 -0.87  -0.346
C: -1.85 1.18 -2.11  -0.004
C: 0.98 -1.11 1.01  -0.173
C: 2.44 -1.05 1.50  -0.375
C: 0.72 -2.14 -0.22  -0.294
C: 1.12 -3.66 0.27  -0.071
H: 0.30 3.69 0.43  0.159
H: 0.48 3.17 -1.45  0.210
H: -1.39 2.69 0.85  0.130
H: -2.17 3.27 -1.22  0.143
H: -2.95 1.08 0.51  0.121
H: -1.84 0.14 -1.69  0.080
H: -2.72 1.27 -2.73  0.057
H: -1.04 1.55 -2.69  0.045
H: 1.26 1.02 0.46  0.133
H: 0.29 -1.32 1.99  0.211
H: 1.60 -1.85 -0.91  0.157
H: -1.07 -1.86 -0.04  0.117
H: 0.42 -4.35 0.95  0.096
H: 2.17 -3.82 0.91  0.117
H: 1.07 -4.30 -0.67  0.063
H: 3.86 0.15 1.02  0.096
N: 0.33 2.76 -0.27  -0.020
N: 0.63 0.21 0.62  0.074
O: -1.51 0.05 1.27  0.052
O: -3.18 1.83 -0.18  -0.105
O: 3.14 -1.73 2.29  0.075
O: -0.58 -2.02 -0.92  -0.058
O: 2.94 0.10 0.96  0.093

Calculated values
Charge: 0
SMILES: C[C@@H](O)[C@H](N)C(=O)N[C@H](C(=O)O)[C@@H](C)O
ΔE to the lowest compared entry with this formula, charge and spin (kJ/mol): 457.8
Gap between HOMO and LUMO (eV): 9.837
Strongest force on any atom (eV/A): 5.88
Energy (eV): -21769.679